(1)
13
Properties=species:S:1:pos:R:3:mulliken_charge:R:1 method="wB97M-V/def2-TZVPD" energy_ev=-22823.94217 homo_ev="-7.09 / -8.05" lumo_ev="-1.345 / 0.018"
C -0.23790 0.26881 2.09432 -0.86
C 2.55743 -0.84073 -0.48711 -0.37
O 1.64600 -0.91688 0.38031 -0.24
P -0.89953 -1.76378 0.04780 -0.07
P 0.07779 0.08602 0.27200 0.08
H -1.01916 -0.38080 2.43502 0.33
H 0.78870 0.17880 2.68800 0.22
H -0.57718 1.30324 2.27054 0.31
H 3.12300 0.03174 -0.68916 0.33
H 2.96692 -1.67680 -1.09081 0.28
H -0.31039 -0.46538 -2.99900 -0.24
H -0.26659 -2.09496 -1.26651 -0.01
H -0.96577 -0.29579 -3.44408 0.24

***

(2)
39
Properties=species:S:1:pos:R:3:mulliken_charge:R:1 method="wB97M-V/def2-TZVPD" energy_ev=-59417.66186 homo_ev=-14.18 total_charge=+1 lumo_ev=-3.177
C -0.16985 -2.14703 1.41678 -0.91
N -0.55449 -0.83827 0.84448 0.12
C 0.19756 -0.20104 0.01807 0.25
F 1.33949 -0.54220 -0.41719 -0.20
N -0.38127 0.94303 -0.34254 0.14
C -1.57458 0.99945 0.31805 0.95
O -2.40476 2.04168 0.20443 -0.50
C -1.72048 -0.09416 1.07796 -0.83
S -3.00581 -0.58122 2.19450 1.37
O -2.88343 0.24738 3.34343 -0.65
O -2.88697 -1.95993 2.52898 -0.61
C -4.68000 -0.17470 1.48128 0.43
F -5.53507 -0.45644 2.43323 -0.21
F -4.71482 1.13416 1.27919 -0.20
C -5.07778 -0.91914 0.17063 0.69
F -6.39642 -0.77329 0.05748 -0.26
F -4.52743 -0.27828 -0.87009 -0.26
C -4.80580 -2.44479 0.12083 0.62
F -5.23834 -3.04462 1.19998 -0.21
F -3.52750 -2.70278 -0.12874 -0.21
F -5.50348 -2.91851 -0.91072 -0.25
H -0.38317 -2.19920 2.47628 0.38
H -0.77176 -2.89937 0.90863 0.35
H 0.86012 -2.37616 1.17562 0.34
H 0.01694 1.62808 -0.98320 0.33
H -2.96243 1.87106 -0.57167 0.37
C 6.52974 0.95711 -2.37264 -1.35
C 5.49374 1.78387 -1.64259 0.53
C 5.04208 1.23242 -0.31618 -0.55
O 3.73747 1.82659 -0.18200 -0.30
C 3.27170 2.02780 -1.43698 0.65
O 2.13999 2.32844 -1.68786 -0.62
O 4.23276 1.82031 -2.35306 -0.34
H 7.53186 1.31563 -2.14265 0.37
H 6.48335 -0.09475 -2.08649 0.33
H 6.37994 1.01276 -3.44952 0.35
H 5.83948 2.81543 -1.54339 0.29
H 5.68674 1.51426 0.51273 0.32
H 4.92274 0.14643 -0.32503 0.29

***

(3)
113
Properties=species:S:1:pos:R:3:mulliken_charge:R:1 method="wB97M-V/def2-TZVPD" energy_ev=-94963.55715 homo_ev=-12.69 total_charge=+2 lumo_ev=-10.606
Al -8.86369 25.58099 12.49924 0.91
F -10.87694 23.80053 12.17863 -0.59
O -7.38268 23.22820 12.24503 -0.86
P -6.87285 21.87921 11.96343 0.32
N -5.81899 21.89224 10.64768 0.45
C -5.96216 22.95799 9.66614 -1.10
C -5.14947 20.70780 10.18430 -1.01
N -8.07785 20.76198 11.61326 0.68
C -9.46055 21.19303 11.30436 -0.16
C -7.79143 19.39085 11.23321 -0.94
N -5.97170 21.16840 13.13696 0.30
C -4.65767 21.71417 13.41399 -1.08
C -6.60722 20.55676 14.31534 -0.72
H -6.36858 23.86677 10.10226 0.25
H -6.73345 22.62882 8.95356 0.40
H -5.01887 23.17057 9.16773 0.35
H -4.90604 19.99334 10.96496 0.36
H -4.17062 20.95004 9.75174 0.36
H -5.69135 20.24567 9.34704 0.32
H -9.70352 22.03177 11.95246 -0.51
H -9.47199 21.47093 10.24424 0.50
H -10.08900 20.32129 11.48018 -0.09
H -7.87242 19.28402 10.14080 0.32
H -6.77806 19.08469 11.46399 0.34
H -8.56062 18.75315 11.67078 0.32
H -4.21210 22.32180 12.63193 0.38
H -4.65829 22.31135 14.33642 0.34
H -3.95233 20.91948 13.68303 0.36
H -6.01571 19.71625 14.67435 0.34
H -7.64011 20.34032 14.06460 0.01
H -6.56263 21.32243 15.09823 0.35
O -9.49599 25.16949 9.43351 -0.85
P -10.23900 25.22208 8.16158 0.53
N -9.37346 25.45395 6.78241 0.25
C -8.88858 26.82795 6.54400 -0.89
C -8.49608 24.40284 6.24613 -1.01
N -11.48340 26.34087 8.10065 0.30
C -11.48881 27.45558 9.01513 -1.19
C -12.15970 26.62412 6.84051 -1.18
N -11.02905 23.76304 7.92793 0.52
C -11.51502 23.29153 6.64576 -1.23
C -11.33200 22.85174 9.02425 -0.76
H -9.71880 27.53025 6.49224 0.26
H -8.40798 26.80080 5.56937 0.41
H -8.21671 27.13635 7.34660 0.27
H -7.48649 24.58221 6.62759 0.35
H -8.38264 24.63124 5.18086 0.35
H -8.94609 23.42302 6.33656 0.32
H -12.47627 27.72902 9.39721 0.45
H -10.75968 27.30611 9.81037 0.20
H -11.16981 28.39593 8.53727 0.44
H -11.72104 26.19021 5.94203 0.39
H -13.18585 26.25396 6.88897 0.35
H -12.14818 27.68800 6.59395 0.44
H -11.35495 24.02157 5.85734 0.39
H -11.01164 22.38114 6.29812 0.39
H -12.58098 23.06566 6.73538 0.30
H -12.40718 22.64342 9.01058 0.31
H -11.04656 23.31714 9.96865 -0.05
H -10.85156 21.88661 8.82119 0.50
O -10.90019 26.14234 14.33251 -0.97
P -12.29136 26.61286 14.41985 0.42
N -13.35061 25.46999 15.01929 0.58
C -12.92448 24.09463 15.22669 -0.45
C -14.74646 25.73623 15.39428 -1.06
N -12.98093 26.99313 12.94550 0.27
C -13.25950 25.92987 11.98276 -0.59
C -12.69175 28.26924 12.30551 -0.95
N -12.53727 27.99950 15.29955 0.51
C -13.76644 28.75624 15.33860 -1.13
C -11.43735 28.37956 16.18858 -1.00
H -13.70446 23.39829 14.91615 0.43
H -12.59290 23.98773 16.26179 0.36
H -12.09944 23.89103 14.53810 -0.41
H -15.34492 25.03886 14.80261 0.40
H -15.06293 26.65775 14.91116 0.37
H -14.82740 25.73161 16.47685 0.27
H -13.75333 25.10390 12.49116 0.07
H -13.92284 26.31895 11.21096 0.48
H -12.32133 25.55415 11.54773 0.07
H -13.61462 28.62630 11.84769 0.41
H -12.38624 29.01165 13.04315 0.43
H -11.86281 28.21568 11.59462 0.05
H -14.30700 28.59670 14.40703 0.43
H -14.39656 28.49815 16.19330 0.29
H -13.60563 29.83615 15.39537 0.36
H -11.06190 29.36613 15.91283 0.30
H -10.67316 27.61086 16.23720 0.21
H -11.81708 28.47353 17.21171 0.36
C -10.05819 21.74637 14.65382 -0.10
O -10.38114 22.56320 15.76112 -0.40
C -9.58663 23.60514 15.99114 0.97
O -8.77310 24.07290 15.23468 -0.54
O -9.83760 24.06130 17.20569 -0.34
C -8.87140 24.88150 17.83634 -0.70
H -9.45974 22.31415 13.94208 0.08
H -10.94652 21.48469 14.07913 -0.33
H -9.54493 20.82700 14.93340 0.58
H -7.86534 24.46134 17.81975 0.31
H -9.18333 25.09966 18.85071 0.29
H -8.75570 25.83288 17.30757 0.25
C -12.03310 17.22218 12.84124 -0.76
O -12.04524 18.48661 12.17914 -0.28
C -12.85203 19.42775 12.65748 0.74
O -13.62123 19.30817 13.57145 -0.57
O -12.70130 20.51374 11.91909 -0.21
C -13.43531 21.69444 12.21490 -0.25
H -12.12556 17.37530 13.91941 0.36
H -11.07354 16.77015 12.62178 0.26
H -12.89385 16.60165 12.59906 0.29
H -13.46091 22.40488 11.39416 0.06
H -12.89238 22.18244 13.02424 -0.17
H -14.45236 21.40585 12.48027 0.50